Entry from the Open Molecules 2025 dataset: a molecular structure, C3H4O3Ru at a distorted geometry (ωB97M-V/def2-TZVPD).

Its spin multiplicity is 7. The energy relative to the best compared isomer or geometry (same formula, charge and spin) is 3.805 eV. The LUMO energy (alpha / beta) is -0.601 / -2.413 eV. The value obtained for the calculated total energy is -11890.3654 eV. Its expectation value of S² is 12.081.

Each line ends with the Löwdin charge.
Geometry (Å):
O  1.1608  0.1387  -0.8850  -0.178
C  0.7312  0.9084  0.0102  -0.289
C  1.0675  2.0802  0.5543  0.090
H  -0.4532  0.1171  0.4575  0.174
H  0.6611  3.0010  0.1350  0.093
H  1.8333  2.1271  1.3439  0.100
O  -1.5721  -1.2870  -1.1735  -0.292
C  -1.2738  -1.3815  0.1082  -0.559
O  -0.3410  -2.2968  0.2943  -0.293
Ru  0.3559  -1.8547  -1.5888  1.004
H  -2.1699  -1.5526  0.7439  0.150

Entry from the Open Molecules 2025 dataset: C3H4O3S in the gas phase at a distorted geometry (ωB97M-V/def2-TZVPD).

The energy relative to the best compared isomer or geometry (same formula, charge and spin) is 1.721 eV. The LUMO energy is -1.539 eV. The value obtained for the calculated total energy is -20152.6530 eV.

Each line ends with the Löwdin charge.
Geometry (Å):
O  0.5837  -2.4519  0.4565  0.099
C  -0.0337  -1.4316  0.3045  -0.575
O  -1.3402  -1.3232  0.6721  0.080
C  0.5337  -0.2255  -0.3472  -0.582
S  1.9552  -0.3155  -1.1367  0.879
C  -0.1942  1.1421  -0.0500  -0.280
O  0.2094  2.1571  -0.9084  -0.095
H  -1.5317  -2.0005  1.3867  0.162
H  -0.0690  1.4174  1.0166  0.137
H  -1.2657  0.9856  -0.2252  0.123
H  1.1525  2.0460  -1.1688  0.050

Entry from the Open Molecules 2025 dataset: C3H4O3S in the gas phase at a distorted geometry (ωB97M-V/def2-TZVPD).

The energy relative to the best compared isomer or geometry (same formula, charge and spin) is 1.942 eV. The LUMO energy is -1.447 eV. The value obtained for the calculated total energy is -20152.4321 eV.

Each line ends with the Löwdin charge.
Geometry (Å):
O  -1.6214  -0.9062  -0.0368  0.116
C  -1.2359  0.2294  -0.0679  -0.554
O  -2.1202  1.2540  -0.0653  0.081
C  0.2199  0.5862  -0.0238  -0.663
S  0.9394  1.9984  -0.0483  0.914
C  0.8681  -0.7318  0.0262  -0.325
O  2.2371  -0.6320  -0.2018  -0.084
H  -2.9424  0.6755  -0.2533  0.169
H  0.5208  -1.4245  -0.7138  0.138
H  0.6314  -1.1634  0.9840  0.140
H  2.5032  0.1145  0.4008  0.067

Entry from the Open Molecules 2025 dataset: C3H4O3S in the gas phase at a distorted geometry (ωB97M-V/def2-TZVPD).

The energy relative to the best compared isomer or geometry (same formula, charge and spin) is 4.545 eV. The LUMO energy is 0.431 eV. The value obtained for the calculated total energy is -20149.8287 eV.

Each line ends with the Löwdin charge.
Geometry (Å):
C  -0.3756  -0.0974  0.1655  -0.246
C  -0.6471  -1.0303  -0.8070  -0.111
C  -0.9020  1.0929  0.9288  -0.062
O  2.1860  -1.2950  0.6671  -0.249
O  2.1095  0.4493  -1.0091  -0.288
O  0.6153  -1.6835  -1.3869  -0.215
S  1.4302  -0.5983  -0.2694  0.712
H  -1.6227  -1.1787  -1.4304  0.156
H  -0.9769  0.8899  1.9409  0.035
H  -1.8482  1.5911  0.4455  0.123
H  0.0316  1.8599  0.7549  0.144

Entry from the Open Molecules 2025 dataset: a molecular structure, C3H4O3Sm at a distorted geometry (ωB97M-V/def2-TZVPD).

Its spin multiplicity is 7. The energy relative to the best compared isomer or geometry (same formula, charge and spin) is 3.730 eV. The LUMO energy (alpha / beta) is -0.513 / -0.656 eV. The value obtained for the calculated total energy is -27217.5976 eV. Its expectation value of S² is 12.015.

Each line ends with the Löwdin charge.
Geometry (Å):
C  -1.0194  0.6946  -1.4623  -0.380
C  0.0521  1.2482  -0.6008  -0.342
H  -0.7943  -0.2382  -2.0082  -0.007
H  0.7466  1.9895  -1.0152  0.034
H  -1.5192  1.4887  -2.0434  0.002
O  -0.4469  -0.9819  1.6038  -0.158
C  0.6834  -0.8752  1.0856  -0.734
O  1.0483  0.0992  0.3557  -0.023
O  1.6632  -1.7158  1.3710  0.161
Sm  -1.7109  0.8424  1.0258  1.314
H  1.2971  -2.5514  1.6880  0.134

Entry from the Open Molecules 2025 dataset: a molecular structure, C3H4O3Y at a distorted geometry (ωB97M-V/def2-TZVPD).

The energy relative to the best compared isomer or geometry (same formula, charge and spin) is 3.313 eV. The net charge is +1. The LUMO energy is -5.485 eV. The value obtained for the calculated total energy is -10350.4499 eV.

Each line ends with the Löwdin charge.
Geometry (Å):
O  -1.0972  1.6578  -0.4629  -0.359
C  -1.5244  0.5095  0.1742  -0.311
C  -0.5147  -0.6202  0.0496  -0.278
O  0.0595  -0.6781  -1.1534  -0.266
Y  0.7844  1.5231  -1.3052  1.758
H  -2.4767  0.1186  -0.2462  0.145
H  -1.7078  0.6346  1.2637  0.138
H  -0.7903  -1.5860  0.5072  0.144
C  1.4628  -0.0632  0.3123  -0.076
O  2.4724  -0.9333  0.3040  -0.023
H  3.3320  -0.5628  0.5568  0.128

Entry from the Open Molecules 2025 dataset: a molecular structure, C3H4O3Yb at a distorted geometry (ωB97M-V/def2-TZVPD).

Its spin multiplicity is 2. The energy relative to the best compared isomer or geometry (same formula, charge and spin) is 1.796 eV. The net charge is +1. The LUMO energy (alpha / beta) is -5.293 / -4.946 eV. The value obtained for the calculated total energy is -40837.5806 eV. Its expectation value of S² is 0.755.

Each line ends with the Löwdin charge.
Geometry (Å):
O  -1.6033  1.2935  -0.4188  -0.396
C  -2.3654  0.2985  0.1271  -0.363
C  -1.7100  -1.0479  0.0248  -0.163
O  -0.8369  -1.2098  -0.8460  -0.110
Yb  0.3382  0.7998  -1.2185  1.425
H  -3.3603  0.1769  -0.3607  0.148
H  -2.6020  0.4263  1.2089  0.134
H  -2.2243  -1.9243  0.4582  0.145
C  1.9797  0.0700  0.5235  0.065
O  2.8774  -0.8036  0.1060  -0.010
H  3.7146  -0.7314  0.5913  0.126

Entry from the Open Molecules 2025 dataset: a molecular structure, C3H4O3Yb at a distorted geometry (ωB97M-V/def2-TZVPD).

The energy relative to the best compared isomer or geometry (same formula, charge and spin) is 0.000 eV. The net charge is +2. The LUMO energy is -9.513 eV. The value obtained for the calculated total energy is -40831.6259 eV.

Each line ends with the Löwdin charge.
Geometry (Å):
H  3.8367  2.1047  -0.5147  0.128
O  1.5191  0.5861  -0.0001  -0.149
Yb  0.0036  -1.1735  0.4233  1.783
C  1.9123  1.3136  -0.9156  -0.219
C  2.8131  2.4520  -0.7054  0.002
H  1.5787  1.0992  -1.9459  0.144
H  2.7547  3.1035  -1.5922  0.111
H  2.4279  3.0454  0.1398  0.120
O  -2.3534  -1.2774  0.7122  0.033
C  -3.5011  -1.1043  0.8606  -0.313
O  -4.6015  -0.8442  1.0305  0.359

Entry from the Open Molecules 2025 dataset: a molecular structure, C3H4O3Yb at a distorted geometry (ωB97M-V/def2-TZVPD).

Its spin multiplicity is 3. The energy relative to the best compared isomer or geometry (same formula, charge and spin) is 0.000 eV. The net charge is +2. The LUMO energy (alpha / beta) is -11.029 / -12.616 eV. The value obtained for the calculated total energy is -40824.9093 eV. Its expectation value of S² is 2.006.

Each line ends with the Löwdin charge.
Geometry (Å):
O  -1.4535  -1.4925  -0.2382  -0.310
C  -1.7278  -0.1456  -0.4041  -0.259
C  -0.4915  0.6945  -0.4831  -0.028
O  0.5926  0.1355  0.1700  -0.238
Yb  0.2819  -2.2075  0.4336  2.119
H  -2.3520  0.2460  0.4324  0.157
H  -2.3114  0.0537  -1.3251  0.161
H  -0.4528  1.7791  -0.5834  0.153
C  1.8067  0.8191  0.3396  0.017
O  2.6420  -0.1239  0.6527  0.074
H  3.4657  0.2416  1.0056  0.154

Entry from the Open Molecules 2025 dataset: a molecular structure, C3H4O4 at a distorted geometry (ωB97M-V/def2-TZVPD).

The energy relative to the best compared isomer or geometry (same formula, charge and spin) is 1.817 eV. The LUMO energy is 0.711 eV. The value obtained for the calculated total energy is -11364.1950 eV.

Each line ends with the Löwdin charge.
Geometry (Å):
C  -0.9941  -0.9796  -0.3188  -0.025
C  1.3477  -0.3264  0.3826  -0.556
C  0.1100  1.5758  0.1169  -0.177
O  1.6645  0.8451  -0.0072  0.107
O  -0.1582  -0.2274  0.5775  -0.118
O  1.9126  -1.3523  0.5927  0.172
O  -0.3722  2.0152  -0.8666  0.141
H  0.1259  1.9601  1.1356  0.162
H  -0.4586  -1.8754  -0.6337  0.103
H  -1.9054  -1.2462  0.2147  0.097
H  -1.2722  -0.3888  -1.1936  0.094

Entry from the Open Molecules 2025 dataset: C3H4O7S in the gas phase at a distorted geometry (ωB97M-V/def2-TZVPD).

The energy relative to the best compared isomer or geometry (same formula, charge and spin) is 1.540 eV. The LUMO energy is -0.509 eV. The value obtained for the calculated total energy is -28337.3133 eV.

Each line ends with the Löwdin charge.
Geometry (Å):
C  -0.7923  0.3545  -0.7598  -0.534
C  0.3943  1.2513  -0.7426  -0.377
C  -0.4684  -0.5215  0.4743  0.066
O  -1.2957  0.3555  -4.3004  -0.251
O  0.8152  -0.1661  -3.0595  -0.295
O  -1.4944  1.6466  -0.1856  0.071
O  -1.3142  -0.0341  -1.8448  -0.027
O  -0.2455  2.2832  -0.2807  0.140
O  -0.1593  2.0532  -2.8639  -0.230
O  1.6428  1.1940  -0.8334  0.251
S  -0.3891  0.6955  -3.2387  0.580
H  0.4254  -1.1547  0.3155  0.117
H  -1.5473  -1.0131  0.6745  0.167
H  -0.2723  0.1240  1.2942  0.079
H  2.2700  1.9818  -0.6384  0.244

Entry from the Open Molecules 2025 dataset: 2 unconnected molecules or ions with the total composition C3H4OS at a distorted geometry (ωB97M-V/def2-TZVPD).

The energy relative to the best compared isomer or geometry (same formula, charge and spin) is 7.314 eV. The LUMO energy (alpha / beta) is -1.397 / -0.308 eV. The value obtained for the calculated total energy is -16050.7956 eV.

Each line ends with the Löwdin charge.
Geometry (Å):
C  0.7108  -1.4796  -0.2772  -0.302
C  0.2671  -0.3257  -0.4991  -0.442
C  -0.5581  0.9040  -0.6501  -0.061
O  -0.5376  0.2871  2.3899  -0.372
S  1.4522  -0.3918  0.9568  0.875
H  0.8029  -2.6128  -0.2755  0.115
H  0.0853  1.7223  -0.9422  0.092
H  -0.7060  1.0382  0.3920  0.017
H  -1.5166  0.8583  -1.0945  0.077

Entry from the Open Molecules 2025 dataset: C3H4OS in the gas phase at a distorted geometry (ωB97M-V/def2-TZVPD).

The energy relative to the best compared isomer or geometry (same formula, charge and spin) is 2.626 eV. The LUMO energy is -0.431 eV. The value obtained for the calculated total energy is -16055.4841 eV.

Each line ends with the Löwdin charge.
Geometry (Å):
C  -0.4334  -0.3043  -0.5919  -0.029
C  0.7118  0.1801  -0.1410  -0.231
C  0.9486  0.8995  1.3454  -0.351
O  2.8463  1.5745  2.9321  -0.577
S  2.5337  0.8100  1.7136  0.900
H  -0.2672  -0.8596  -1.4486  0.028
H  -1.3911  -0.4228  -0.1134  0.062
H  1.4559  0.3252  -0.9747  0.099
H  0.0292  1.2065  1.9408  0.099

Entry from the Open Molecules 2025 dataset: a molecular structure, C3H4OS at a distorted geometry (ωB97M-V/def2-TZVPD).

The energy relative to the best compared isomer or geometry (same formula, charge and spin) is 3.842 eV. The LUMO energy (alpha / beta) is -1.159 / -1.065 eV. The value obtained for the calculated total energy is -16054.2677 eV.

Each line ends with the Löwdin charge.
Geometry (Å):
C  0.3359  0.4369  0.5277  -0.171
C  -0.4506  0.6915  -0.4998  -0.220
C  1.0855  0.1066  1.5207  0.013
O  -0.7676  -1.7442  -2.3954  -0.653
S  -1.5880  -1.3015  -1.2513  0.781
H  -0.0264  0.7719  -1.4879  0.066
H  -1.4231  1.1281  -0.3395  0.056
H  1.7233  0.8129  2.0230  0.062
H  1.1111  -0.9022  1.9025  0.066

Entry from the Open Molecules 2025 dataset: C3H4OS in the gas phase at a distorted geometry (ωB97M-V/def2-TZVPD).

The energy relative to the best compared isomer or geometry (same formula, charge and spin) is 1.302 eV. The LUMO energy is -0.733 eV. The value obtained for the calculated total energy is -16056.8080 eV.

Each line ends with the Löwdin charge.
Geometry (Å):
C  0.9724  0.2363  -0.4562  -0.060
C  -0.1883  0.6624  0.4182  -0.468
O  -0.2359  1.6826  1.1508  0.047
C  -1.2389  -0.4869  0.2421  -0.600
S  -1.1873  -1.7797  1.1813  0.738
H  1.8447  0.9481  -0.2612  0.111
H  0.7664  0.0230  -1.5436  0.102
H  1.2082  -0.8267  -0.1559  0.081
H  -1.9414  -0.4591  -0.5756  0.049

Entry from the Open Molecules 2025 dataset: C3H4OS in the gas phase at a distorted geometry (ωB97M-V/def2-TZVPD).

The energy relative to the best compared isomer or geometry (same formula, charge and spin) is 3.646 eV. The LUMO energy is 0.587 eV. The value obtained for the calculated total energy is -16054.4640 eV.

Each line ends with the Löwdin charge.
Geometry (Å):
C  -1.6247  0.8379  -1.5358  0.059
C  -0.9154  0.2142  -0.7920  -0.379
C  1.3156  -0.2367  0.5823  -0.172
O  -1.1686  -0.9406  1.4669  -0.525
S  -0.4231  -1.0952  0.2174  0.858
H  -1.9853  1.7319  -2.1270  0.071
H  1.2001  0.2201  1.4725  -0.012
H  1.7372  0.4468  -0.1465  0.049
H  1.8641  -1.1785  0.8622  0.051

Entry from the Open Molecules 2025 dataset: C3H4OS in the gas phase at a distorted geometry (ωB97M-V/def2-TZVPD).

The energy relative to the best compared isomer or geometry (same formula, charge and spin) is 3.016 eV. The LUMO energy is 0.748 eV. The value obtained for the calculated total energy is -16055.0934 eV.

Each line ends with the Löwdin charge.
Geometry (Å):
C  -1.0618  0.0754  0.6013  -0.028
C  0.2453  -0.3275  0.0260  -0.699
O  1.5906  -0.1415  0.5793  -0.087
C  1.1962  0.1833  -0.8766  -0.381
S  0.6169  -1.4948  -1.3605  0.873
H  -1.6552  0.7384  0.0021  0.086
H  -0.8547  0.6421  1.4968  0.092
H  -1.6826  -0.7138  0.8257  0.051
H  1.6054  1.0384  -1.2942  0.093

Entry from the Open Molecules 2025 dataset: C3H4OS in the gas phase at a distorted geometry (ωB97M-V/def2-TZVPD).

The energy relative to the best compared isomer or geometry (same formula, charge and spin) is 3.804 eV. The LUMO energy is 0.481 eV. The value obtained for the calculated total energy is -16054.3058 eV.

Each line ends with the Löwdin charge.
Geometry (Å):
C  -2.2961  -0.2246  -0.5146  0.106
C  -1.2055  0.0968  -0.1601  -0.159
C  0.1226  0.5544  0.3243  -0.355
S  2.0806  0.5053  -0.2004  0.828
O  2.5588  -1.0805  -0.0320  -0.485
H  -3.3134  -0.3643  -0.6619  0.014
H  -0.0571  1.5898  0.3031  0.047
H  0.3428  0.4107  1.2954  0.005
H  1.7675  -1.4876  -0.3537  -0.001

Entry from the Open Molecules 2025 dataset: C3H4OS in the gas phase at a distorted geometry (ωB97M-V/def2-TZVPD).

The energy relative to the best compared isomer or geometry (same formula, charge and spin) is 3.221 eV. The LUMO energy is 0.405 eV. The value obtained for the calculated total energy is -16054.8883 eV.

Each line ends with the Löwdin charge.
Geometry (Å):
C  0.1693  -0.4829  -0.3639  -0.543
C  -0.9137  -0.0342  -0.8804  0.021
C  1.1950  -0.3350  0.6974  -0.252
O  2.4093  -0.7822  -1.8025  -0.579
S  1.5455  -1.5185  -0.6437  1.005
H  -1.2518  -0.4390  -1.9125  0.106
H  -1.4875  0.8757  -0.6477  0.077
H  1.7396  0.5031  0.4647  0.052
H  0.8905  -0.5142  1.7559  0.113

Entry from the Open Molecules 2025 dataset: C3H4OS in the gas phase at a distorted geometry (ωB97M-V/def2-TZVPD).

The energy relative to the best compared isomer or geometry (same formula, charge and spin) is 0.436 eV. The LUMO energy is 0.636 eV. The value obtained for the calculated total energy is -16057.6736 eV.

Each line ends with the Löwdin charge.
Geometry (Å):
O  -0.2547  -1.7575  -1.0095  0.010
C  0.0102  -0.7999  -0.2854  -0.619
C  0.2079  -0.5353  1.2612  -0.181
C  0.2391  0.9296  1.0551  -0.555
S  -0.1096  0.9711  -0.6502  0.956
H  1.1456  -0.9437  1.6234  0.111
H  -0.7123  -1.0259  1.7456  0.152
H  1.1104  1.4231  1.3207  0.051
H  -0.4962  1.5021  1.6034  0.076